Below is a molecular structure, C55H49BrGeIN5O5SSr in a non-equilibrium geometry, with properties calculated with wB97M-V/def2-TZVPD.

Structure (XYZ):
```
119
Properties=species:S:1:pos:R:3:forces:R:3
Sr -0.3989 -0.7180 -0.2652 -0.068 0.531 0.180
C -2.3212 7.4805 1.0734 0.010 -0.039 -0.010
C -2.8420 6.3448 1.6836 0.028 -0.028 -0.046
C -2.3664 5.0870 1.3388 -0.006 0.060 0.023
C -1.3708 4.9499 0.3751 0.001 -0.079 -0.061
C -0.8578 6.0874 -0.2375 0.006 0.064 0.022
C -1.3260 7.3495 0.1139 -0.009 -0.080 0.005
C -0.9033 3.5780 0.0029 0.071 0.086 0.139
C -0.0923 2.9380 0.9639 -0.106 0.063 0.054
C 0.5616 3.5803 2.0608 -0.006 -0.037 -0.128
C 1.2932 2.6134 2.7245 -0.136 -0.063 -0.025
C 0.9876 1.4458 1.9960 0.321 -0.205 0.411
N 0.2038 1.5890 0.9736 -0.104 0.146 -0.110
C 2.8927 0.1147 1.8716 -0.210 -0.161 0.736
C 3.1461 -0.3428 0.6268 0.057 -0.302 -0.501
C 4.4915 -0.7713 0.1731 -0.163 0.182 0.262
C 4.3181 -1.3426 -1.0162 -0.233 -0.024 -0.335
C 2.8763 -1.2239 -1.3606 0.015 0.080 0.203
C 2.3457 -1.7653 -2.5288 -0.126 -0.014 -0.226
C 3.2397 -2.6389 -3.3602 -0.119 0.017 0.076
C 3.8144 -2.1760 -4.5441 0.017 -0.042 -0.014
C 4.6282 -2.9969 -5.3166 -0.057 -0.015 0.068
C 4.8764 -4.3052 -4.9175 -0.031 0.048 0.029
C 4.3058 -4.7816 -3.7439 -0.031 0.079 0.017
C 3.4955 -3.9541 -2.9738 0.043 -0.065 -0.037
C 1.0289 -1.5357 -3.0494 0.294 0.207 -0.217
N 0.2172 -0.5646 -2.6590 0.245 -0.137 -0.670
C -0.8106 -0.4950 -3.5944 0.468 -0.265 0.026
C -1.6769 0.5401 -3.6950 -0.307 0.591 -0.002
C -2.6338 0.5570 -4.8471 -0.028 -0.218 0.143
C -3.9492 0.1382 -4.6606 -0.080 0.010 -0.005
C -4.8465 0.1264 -5.7217 0.076 0.016 0.024
C -4.4396 0.5391 -6.9844 0.054 0.027 0.035
C -3.1306 0.9641 -7.1778 -0.006 -0.018 0.069
C -2.2352 0.9718 -6.1141 -0.034 -0.014 -0.017
C -1.7202 1.7034 -2.8178 -0.098 -0.171 -0.258
C -2.6060 2.8303 -3.0377 0.025 -0.018 -0.091
C -2.3599 3.7006 -2.0274 0.019 -0.064 -0.018
C -1.3540 3.0736 -1.2024 0.088 -0.026 -0.003
N -0.9805 1.8604 -1.7364 -0.013 -0.007 0.131
C -0.6549 -1.5891 -4.5628 0.005 0.142 0.089
C 0.4814 -2.2204 -4.2392 0.184 -0.066 0.126
N 2.2143 -0.6046 -0.3486 0.506 -0.309 -0.262
C 3.8770 0.6515 2.8294 -0.107 -0.027 -0.217
C 3.8316 0.4567 4.2151 0.080 -0.092 0.075
C 4.8127 0.9963 5.0349 -0.014 -0.021 -0.036
C 5.8705 1.7267 4.5059 -0.070 -0.042 -0.029
C 5.9220 1.9329 3.1351 -0.050 -0.053 -0.065
C 4.9284 1.4174 2.3129 0.082 0.173 0.033
H -2.6951 8.4622 1.3397 0.010 0.001 0.008
H -3.6269 6.4365 2.4248 0.005 0.002 0.000
H -2.7764 4.1919 1.7893 -0.005 -0.004 0.019
H -0.0874 5.9738 -0.9909 -0.018 0.004 -0.001
H -0.9167 8.2294 -0.3680 0.004 0.002 0.000
H 0.5264 4.6357 2.2884 -0.036 -0.015 0.001
H 1.9389 2.7065 3.5813 -0.040 -0.026 0.021
H 5.4002 -0.7075 0.7508 -0.025 0.033 -0.002
H 5.0710 -1.8018 -1.6387 -0.025 -0.042 0.015
H 3.6114 -1.1570 -4.8531 0.008 -0.010 -0.005
H 5.0660 -2.6162 -6.2322 -0.004 0.002 0.003
H 5.5046 -4.9504 -5.5206 0.005 0.005 0.003
H 4.4830 -5.8031 -3.4287 0.001 0.005 0.003
H 3.0307 -4.3285 -2.0687 0.009 -0.004 -0.015
H -4.2573 -0.1771 -3.6697 -0.001 0.022 -0.011
H -5.8643 -0.2084 -5.5610 0.004 0.005 0.004
H -5.1387 0.5311 -7.8124 0.007 -0.002 -0.002
H -2.8044 1.2870 -8.1594 0.004 0.003 -0.001
H -1.2113 1.2961 -6.2574 -0.008 0.003 -0.013
H -3.3200 2.9308 -3.8418 0.014 0.016 0.024
H -2.8416 4.6470 -1.8345 0.001 -0.018 -0.002
H -1.3278 -1.8086 -5.3777 -0.008 0.003 0.017
H 0.9170 -3.0848 -4.7169 0.018 0.027 -0.004
H 3.0143 -0.1202 4.6184 0.010 0.005 -0.002
H 4.7534 0.8272 6.1039 0.000 0.009 -0.002
H 6.6370 2.1365 5.1529 -0.007 0.001 0.005
H 6.7243 2.5166 2.6995 -0.006 0.014 -0.001
H 4.9394 1.6416 1.2538 0.009 -0.012 0.019
Br -3.2290 0.6112 0.2040 -0.563 0.210 0.086
O -0.6227 -3.2571 -1.2648 0.756 0.116 0.129
O 0.1960 -4.2924 -0.6512 -0.156 0.099 0.138
O 1.4853 0.1283 2.2331 0.496 0.753 -0.231
O 1.1932 -0.3325 3.5966 -0.004 0.042 -0.156
C -0.7124 1.0206 5.9108 0.233 -0.011 0.047
Ge -2.2091 0.6106 4.7505 -0.100 -0.093 -0.102
C -3.5407 -0.3300 5.8301 -0.156 -0.172 0.058
C -2.9435 2.2479 4.0305 -0.126 0.269 -0.102
C -1.8258 -0.5236 3.2082 0.012 -0.042 -0.204
H -1.0891 1.3270 6.8912 0.056 -0.013 -0.042
H -0.1216 1.8251 5.4750 0.038 0.008 0.002
H -0.0601 0.1547 6.0176 0.010 -0.012 0.051
H -4.0177 0.3508 6.5388 0.020 -0.020 -0.001
H -3.0600 -1.1351 6.3912 -0.050 0.012 0.007
H -4.3125 -0.7704 5.1949 0.010 0.034 0.038
H -3.4318 2.8290 4.8173 0.017 0.024 -0.034
H -3.6551 2.0379 3.2296 0.044 -0.008 0.000
H -2.1215 2.8331 3.6130 -0.023 0.027 -0.032
H -2.7045 -0.7060 2.5932 0.010 0.000 -0.018
H -1.0591 -0.0941 2.5735 0.059 0.026 0.105
I -1.1055 -2.4286 3.7552 -0.127 0.044 0.490
C 0.3969 -3.3718 2.2849 0.452 -0.414 -0.541
C 0.7647 -4.5515 2.8792 0.064 -0.005 -0.007
C 1.6927 -5.2709 2.0439 -0.047 0.069 0.051
C 1.9574 -4.8758 0.7828 -0.045 0.018 0.069
C 1.2093 -3.7244 0.1646 -0.210 -0.231 -0.267
N 0.6776 -2.8119 1.1998 -0.050 -0.018 0.428
H 0.4552 -4.8748 3.8602 -0.012 -0.026 -0.034
H 2.1820 -6.1493 2.4556 0.006 0.003 -0.019
H 2.6521 -5.4263 0.1593 0.020 0.032 0.003
H 1.8462 -3.1270 -0.4812 -0.009 0.159 0.073
C -3.3655 -2.9943 -1.2187 -0.026 0.015 -0.314
S -2.3539 -3.4910 0.1691 -0.295 0.509 0.564
C -3.8193 -3.8359 1.2024 -0.140 -0.125 0.144
O -1.9621 -2.1660 0.8308 -0.580 -1.132 -0.048
H -3.9284 -3.8643 -1.5641 -0.004 0.039 -0.017
H -2.7033 -2.6488 -2.0110 -0.001 -0.036 0.018
H -4.0197 -2.1901 -0.8793 0.020 -0.002 -0.034
H -4.3915 -4.6575 0.7601 0.007 0.024 0.046
H -4.4318 -2.9372 1.3013 0.024 -0.033 -0.012
H -3.4444 -4.1427 2.1799 -0.043 0.019 -0.005
```
Positions in Å, forces in eV/Å.

2S+1: 1
Total energy in eV: -221842.378
Total charge: -2